[1]
Below is a molecular structure, C8H10N3NaS3 at a distorted geometry, with properties calculated with ωB97M-V/def2-TZVPD.

Geometry as XYZ:
```
25
C8H10N3NaS3, DFT ωB97M-V/def2-TZVPD
S 1.35 -0.02 0.10
S -0.43 2.32 -2.58
S -1.28 -0.42 -3.46
Na -0.61 -1.39 -0.87
N 1.18 0.55 -3.47
N 0.52 0.49 2.51
N -0.56 -1.29 1.36
C -0.12 0.72 -3.19
C -2.23 -2.70 2.36
C -1.27 -1.55 2.45
C 1.35 2.75 -2.52
C -0.21 0.23 3.57
C 0.35 -0.29 1.43
C -1.12 -0.81 3.61
C 2.13 1.50 -2.95
H 1.50 -0.38 -3.71
H -1.71 -3.56 1.91
H 1.52 3.58 -3.20
H -3.07 -2.45 1.72
H -0.05 0.89 4.41
H -2.60 -2.98 3.34
H 1.57 3.04 -1.50
H 2.86 1.75 -3.72
H 2.64 1.05 -2.08
H -1.69 -1.04 4.50
```

Output
Charge: 0
HOMO, Eh: -0.271
2S+1: 1
Calculated total energy, eV: -49852.594



[2]
Below is a gas-phase ion, CH5NOP (charge -1) at a distorted geometry, with properties calculated with ωB97M-V/def2-TZVPD.

Geometry as XYZ:
```
9
CH5NOP, DFT ωB97M-V/def2-TZVPD
P 0.08 1.40 -0.35
O 0.06 -2.41 0.99
N -0.16 -1.15 0.61
C 0.48 -0.24 0.01
H -0.95 1.26 0.76
H -0.93 1.26 -1.21
H 1.57 -0.40 -0.31
H -1.05 -0.86 0.97
H 0.91 1.14 -1.47
```

Output
Charge: -1
HOMO, Eh: -0.071
2S+1: 1
Calculated total energy, eV: -13939.918



[3]
Below is a molecular structure, C8H66B3ClO31 at a distorted geometry, with properties calculated with ωB97M-V/def2-TZVPD.

Geometry as XYZ:
```
109
C8H66B3ClO31, DFT ωB97M-V/def2-TZVPD
Cl -1.39 -1.06 4.68
O -3.50 -0.53 -3.59
O 7.23 5.55 0.46
O -7.09 -2.25 -4.83
O 4.61 0.74 3.65
O 0.42 0.85 4.08
O -1.96 3.00 3.88
O -2.82 4.02 -2.55
O 5.87 2.73 8.03
O -2.08 -4.43 3.25
O -3.50 -0.86 -7.03
O -5.83 0.72 -5.02
O 3.92 3.36 4.65
O -1.97 -2.38 -5.32
O -7.80 -5.41 -1.41
O 0.45 0.81 -3.37
O 5.74 4.46 2.78
O 3.48 -5.59 -2.94
O 0.68 -5.58 -0.80
O 4.10 2.72 -7.38
O -3.72 -3.00 -1.82
O 2.94 -2.97 -1.16
O 6.26 0.13 6.17
O -6.01 -3.84 0.31
O 0.90 -1.36 3.26
O -2.68 3.61 0.98
O 2.59 0.43 -5.55
O 6.68 5.26 5.71
O 0.22 -4.00 5.17
O -6.52 -1.89 -1.74
O 2.02 0.52 2.38
O 4.89 2.28 0.99
C -2.66 -0.47 0.37
C -0.27 -0.50 0.33
C -2.66 0.75 -0.30
C -1.46 1.34 -0.68
C -1.47 -1.10 0.70
C -3.99 1.39 -0.62
C 1.05 -1.18 0.68
C -0.27 0.71 -0.35
B 1.05 1.34 2.92
B 0.10 -0.49 3.95
B 1.36 -0.70 2.11
H -7.04 -5.36 -0.81
H 5.84 5.59 6.03
H 6.57 5.24 4.75
H -3.39 -2.34 -1.20
H -7.12 -2.00 -3.90
H 1.82 -0.88 -0.02
H -5.04 0.83 -4.46
H 7.26 4.77 -0.11
H 0.30 -3.72 6.09
H -1.59 -5.08 3.76
H -2.30 2.99 1.61
H -2.95 -3.52 -2.05
H 5.96 3.08 8.92
H -6.68 -3.17 0.15
H 6.52 3.96 3.05
H -7.59 -4.79 -2.11
H 5.01 4.01 3.25
H 6.54 5.35 1.10
H 1.28 -6.33 -0.84
H 3.74 -2.90 -0.64
H 6.44 3.30 7.49
H 3.21 -0.30 -5.60
H 5.22 3.08 1.42
H -6.52 -1.58 -5.23
H -4.65 0.72 -1.16
H -3.81 2.33 -1.14
H 3.11 1.19 -5.83
H -4.10 -1.26 -3.41
H 4.19 3.13 5.54
H -1.74 -3.59 3.59
H 3.35 2.64 4.38
H 3.88 0.46 3.06
H 6.00 0.70 6.90
H -1.42 -1.64 -5.59
H -2.86 4.37 -1.65
H 0.93 -2.26 0.62
H -2.66 2.60 4.41
H -3.19 -0.71 -4.48
H 0.72 2.34 2.39
H 0.73 -3.34 4.68
H -6.49 -0.94 -1.88
H -5.43 -3.78 -0.46
H 1.19 0.44 -3.86
H 3.18 -5.04 -2.22
H -1.43 2.27 -1.22
H -3.25 -1.63 -6.50
H -1.44 -2.05 1.22
H 5.24 1.57 1.53
H -4.48 1.66 0.32
H -4.14 -1.20 -7.67
H -5.66 1.28 -5.78
H 6.60 0.74 5.51
H -1.15 2.54 4.13
H 0.68 1.14 -0.64
H -1.36 -3.12 -5.27
H 3.84 -4.97 -3.58
H 4.58 2.76 -8.21
H 3.40 3.37 -7.48
H 1.22 -4.83 -1.07
H -3.60 -0.94 0.64
H -5.62 -2.20 -1.91
H -2.38 4.47 1.29
H 4.89 -0.06 4.09
H -0.11 1.21 -4.04
H 3.08 -2.37 -1.90
H -2.27 4.63 -3.03
```

Output
Charge: 0
HOMO, Eh: -0.327
2S+1: 1
Calculated total energy, eV: -87401.024



[4]
Below is a gas-phase ion, C7H15ClN3 (charge +1) at a distorted geometry, with properties calculated with ωB97M-V/def2-TZVPD.

Geometry as XYZ:
```
26
C7H15ClN3, DFT ωB97M-V/def2-TZVPD
Cl 0.09 -2.41 -1.00
N 1.95 0.24 1.19
N 1.07 0.95 -0.73
N -0.13 -0.44 0.81
C -2.09 0.84 -0.30
C -2.34 -1.24 1.12
C 0.88 0.22 0.42
C 2.43 1.52 -0.77
C -1.23 -1.27 -1.33
C -1.41 -0.46 0.12
C 3.13 0.61 0.36
H 2.99 1.34 -1.69
H -2.18 -0.85 2.12
H -1.66 1.41 -1.20
H -3.30 -1.31 0.67
H 3.65 -0.21 -0.01
H -1.98 1.69 0.35
H 0.59 0.86 -1.53
H 3.80 1.31 0.90
H 2.07 -0.45 1.94
H -3.15 0.45 -0.58
H -2.11 -2.36 1.31
H -2.13 -1.86 -1.44
H -0.28 -0.66 1.86
H -0.98 -0.51 -2.03
H 2.33 2.56 -0.56
```

Output
Charge: +1
HOMO, Eh: -0.511
2S+1: 1
Calculated total energy, eV: -24487.936